No. 1
Computed, not measured: C58H49N3P3PtSSi as an isolated structure in a non-equilibrium geometry, with ωB97M-V/def2-TZVPD.

Geometry as XYZ:
```
116
Properties=species:S:1:pos:R:3
Pt -0.344 -0.177 -0.346
C -4.962 -3.106 -2.755
C -4.661 -1.804 -3.135
C -4.018 -0.963 -2.249
C -3.709 -1.396 -0.955
C -3.966 -2.720 -0.602
C -4.599 -3.562 -1.496
P -2.744 -0.283 0.083
C -3.752 1.194 0.360
C -3.306 2.071 1.353
C -4.050 3.190 1.676
C -5.232 3.459 1.003
C -5.679 2.589 0.022
C -4.952 1.456 -0.294
C -2.864 -0.908 1.786
C -4.108 -1.318 2.256
C -4.267 -1.678 3.580
C -3.197 -1.570 4.457
C -1.976 -1.109 4.001
C -1.785 -0.781 2.666
Si -0.087 -0.281 1.979
C 0.581 1.500 2.308
C 1.157 1.730 3.552
C 1.814 2.914 3.837
C 1.899 3.902 2.873
C 1.302 3.710 1.641
C 0.661 2.514 1.339
P -0.199 2.312 -0.264
C -0.757 4.013 -0.730
C 0.132 4.999 -1.153
C -0.332 6.259 -1.484
C -1.686 6.548 -1.429
C -2.580 5.554 -1.072
C -2.117 4.294 -0.734
C 0.993 2.125 -1.637
C 0.441 1.444 -2.725
C 1.143 1.323 -3.908
C 2.404 1.887 -4.010
C 2.958 2.555 -2.932
C 2.262 2.675 -1.740
C 1.306 -1.524 2.320
C 1.362 -2.374 3.419
C 2.397 -3.278 3.571
C 3.412 -3.332 2.627
C 3.369 -2.499 1.522
C 2.312 -1.617 1.350
P 2.243 -0.462 -0.064
C 2.877 -1.385 -1.499
C 4.187 -1.818 -1.693
C 4.519 -2.524 -2.835
C 3.559 -2.818 -3.790
C 2.261 -2.369 -3.616
C 1.933 -1.645 -2.486
C 3.634 0.613 0.400
C 4.499 1.089 -0.584
C 5.512 1.970 -0.262
C 5.654 2.424 1.040
C 4.799 1.955 2.025
C 3.802 1.049 1.714
H -5.463 -3.767 -3.445
H -4.931 -1.449 -4.120
H -3.737 0.041 -2.549
H -3.666 -3.082 0.370
H -4.810 -4.583 -1.214
H -2.373 1.870 1.865
H -3.699 3.862 2.444
H -5.806 4.340 1.243
H -6.604 2.784 -0.500
H -5.327 0.770 -1.037
H -4.957 -1.344 1.585
H -5.225 -2.029 3.936
H -3.318 -1.830 5.497
H -1.158 -0.981 4.693
H 1.095 0.953 4.300
H 2.256 3.063 4.809
H 2.415 4.827 3.076
H 1.331 4.504 0.911
H 1.187 4.792 -1.252
H 0.373 7.016 -1.795
H -2.041 7.535 -1.687
H -3.642 5.749 -1.058
H -2.818 3.518 -0.480
H -0.572 1.046 -2.635
H 0.707 0.802 -4.747
H 2.952 1.810 -4.935
H 3.941 2.990 -3.017
H 2.711 3.180 -0.895
H 0.589 -2.324 4.169
H 2.421 -3.937 4.427
H 4.237 -4.018 2.753
H 4.168 -2.537 0.796
H 4.956 -1.584 -0.971
H 5.537 -2.848 -2.986
H 3.822 -3.384 -4.669
H 1.506 -2.574 -4.359
H 0.928 -1.253 -2.357
H 4.374 0.758 -1.604
H 6.188 2.309 -1.034
H 6.437 3.126 1.287
H 4.910 2.297 3.044
H 3.158 0.671 2.495
C 1.357 -6.146 0.661
C 0.172 -5.252 1.024
C -0.203 -4.311 -0.054
N -0.310 -3.045 0.065
N -0.726 -2.412 -1.036
C -0.968 -3.208 -2.040
N -1.360 -2.792 -3.259
S -0.644 -4.884 -1.668
H 1.585 -6.795 1.502
H 2.242 -5.554 0.438
H 1.124 -6.769 -0.200
H 0.396 -4.666 1.915
H -0.688 -5.892 1.236
H -1.819 -1.894 -3.299
H -1.679 -3.480 -3.919
```

The total charge is +1. As for the gap between HOMO and LUMO (spin up / spin down): 0.2084 / 0.2084 Eh.

No. 2
Computed, not measured: C2H7NOSi2 as an isolated structure in a non-equilibrium geometry, with ωB97M-V/def2-TZVPD.

Geometry as XYZ:
```
13
Properties=species:S:1:pos:R:3
C -0.126 0.099 0.603
C -0.403 -0.268 -0.892
N -1.036 -0.710 1.202
O 0.557 0.944 1.120
Si -1.501 -1.686 -0.192
Si 2.802 1.480 0.241
H -1.064 0.561 -1.242
H 0.524 -0.230 -1.385
H -1.215 -0.650 2.196
H -2.897 -1.251 -0.408
H -1.097 -3.056 -0.601
H 3.018 3.004 0.579
H 2.438 1.765 -1.222
```

As for the gap between HOMO and LUMO: 0.2850 Eh.